C37H15BrF15GeN3ORuS3 | ωB97M-V/def2-TZVPD

Positions of all 77 atoms, in Å:
Ru  0.147181  -0.504996  1.695878
Br  -5.055243  -3.228528  6.271215
C  -3.823756  -2.803502  4.904080
C  -4.056746  -3.245136  3.588031
C  -3.177894  -2.934461  2.586276
C  -2.025604  -2.166441  2.842767
O  -1.223724  -1.882256  1.855218
C  -1.793280  -1.726177  4.175813
C  -0.650233  -0.985501  4.548463
N  0.275676  -0.558005  3.755248
C  1.490969  0.002799  4.241762
C  1.967826  -0.090301  5.518449
C  3.179899  0.534194  5.879047
C  3.922046  1.214329  4.961959
C  3.471174  1.310713  3.629192
C  4.174231  1.990386  2.610550
C  3.637103  2.068039  1.362115
C  2.411466  1.441230  1.091925
N  1.747656  0.764261  2.000525
C  2.253549  0.703532  3.277421
C  -2.723600  -2.067012  5.191992
H  -4.941112  -3.830036  3.364555
H  -3.362287  -3.247113  1.565478
H  -0.551644  -0.752894  5.608808
H  1.426368  -0.673435  6.252760
H  3.522394  0.466889  6.903796
H  4.866114  1.666103  5.240537
H  5.132418  2.444749  2.833214
H  4.149961  2.590887  0.567141
H  1.976433  1.469248  0.104829
H  -2.550912  -1.730969  6.208443
F  3.205490  0.090119  -2.483008
C  3.173406  -1.061742  -3.177677
C  1.976174  -1.753193  -3.293834
C  2.005454  -2.957894  -3.974609
F  0.895892  -3.696096  -4.077899
C  3.161798  -3.433309  -4.561761
F  3.172336  -4.595007  -5.204471
C  4.321808  -2.690517  -4.470163
F  5.432039  -3.132268  -5.041585
C  4.338021  -1.497073  -3.770450
F  5.465030  -0.796299  -3.671583
Ge  0.397588  -0.982903  -2.421338
S  1.028229  -1.178867  -0.319189
C  0.116808  0.854649  -3.083053
C  -0.930145  1.547181  -2.504495
F  -1.645345  0.952121  -1.542392
C  -1.287805  2.816162  -2.895358
F  -2.319574  3.450977  -2.324070
C  -0.563199  3.441492  -3.889546
F  -0.892669  4.668589  -4.272703
C  0.492864  2.785640  -4.489512
F  1.190427  3.395553  -5.439604
C  0.804849  1.495375  -4.099734
F  1.778642  0.880588  -4.767766
C  -1.250470  -1.879469  -2.983375
C  -1.473469  -1.959445  -4.349497
F  -0.573635  -1.416643  -5.184244
C  -2.589106  -2.568494  -4.880553
F  -2.795204  -2.612016  -6.192066
C  -3.507511  -3.137624  -4.016650
F  -4.583284  -3.738498  -4.502503
C  -3.316190  -3.074461  -2.650834
F  -4.211522  -3.622511  -1.829948
C  -2.199865  -2.435779  -2.148089
F  -2.067296  -2.354077  -0.824744
S  -1.903580  0.914488  1.738842
C  -1.697675  2.521722  1.311209
N  -2.701097  3.380256  1.295076
C  -2.462724  4.740254  0.811737
C  -0.942079  4.910270  0.676719
S  -0.199743  3.249794  0.857186
H  -3.638511  3.054927  1.482328
H  -2.872339  5.454047  1.522317
H  -2.955462  4.882250  -0.143469
H  -0.524231  5.547690  1.448961
H  -0.669575  5.299416  -0.300090

Atoms 1-2, force components in eV/Å:
-0.9 0.0 0.0
0.0 0.0 0.0

Calculated values
Frontier orbital gap (alpha / beta) (eV): 6.4 / 6.4
Total charge: +1
Expectation value of S²: 0.76
E_HOMO (alpha / beta) (Eh): -0.390 / -0.389
Spin multiplicity: 2
Lowest unoccupied orbital energy (alpha / beta) (eV): -4.236 / -4.130